Entry P
DFT (wB97M-V/def2-TZVPD) results for one molecule with the formula C4H12N2.

HOMO: -8.6 eV
Kohn-Sham gap: 9.775 eV

Structure (ORCA input):
```
! RIJCOSX wB97M-V def2-TZVPD def2/J DEFGRID3
* xyz 0 1
C 2.625 -1.288 0.073
N 1.388 -0.880 0.679
C 0.828 0.289 -0.084
C -0.749 -0.165 -0.192
C -1.637 1.089 -0.081
N -3.033 0.580 -0.087
H 2.530 -1.637 -0.965
H 3.325 -0.477 0.123
H 2.875 -2.212 0.624
H 1.520 -0.447 1.691
H 1.198 0.314 -1.120
H 1.051 1.258 0.457
H -0.884 -0.785 0.713
H -0.988 -0.476 -1.186
H -1.517 1.880 -0.801
H -1.540 1.566 0.929
H -3.756 1.207 0.250
H -3.235 0.182 -1.022
*
```

Entry Q
DFT (wB97M-V/def2-TZVPD) results for one molecule with the formula C4H12N2.

HOMO: -9.2 eV
Kohn-Sham gap: 10.333 eV

Structure (ORCA input):
```
! RIJCOSX wB97M-V def2-TZVPD def2/J DEFGRID3
* xyz 0 1
C -1.647 -0.754 -0.176
N -1.545 -0.417 -1.596
C -0.403 -1.338 0.489
C 0.784 -0.377 0.796
C 0.710 1.089 0.357
N 2.071 1.629 0.197
H -2.018 0.114 0.371
H -2.393 -1.534 -0.091
H -0.712 0.131 -1.781
H -1.351 -1.285 -2.096
H -0.716 -1.797 1.426
H -0.050 -2.167 -0.127
H 0.829 -0.348 1.888
H 1.744 -0.831 0.542
H 0.137 1.664 1.095
H 0.235 1.206 -0.614
H 2.060 2.500 -0.309
H 2.556 1.709 1.081
*
```

Entry R
DFT (wB97M-V/def2-TZVPD) results for a 2-piece molecular cluster, C4H12N2 overall.

HOMO: -9.0 eV
Kohn-Sham gap: 9.889 eV

Structure (ORCA input):
```
! RIJCOSX wB97M-V def2-TZVPD def2/J DEFGRID3
* xyz 0 1
C 3.261 -1.688 -1.128
N 1.891 -1.372 -0.698
C 0.929 -1.142 -1.940
H 3.370 -2.690 -1.604
H 3.712 -1.137 -1.847
H 3.960 -1.353 -0.290
H 1.915 -0.428 -0.137
H 0.168 -0.402 -1.707
H 0.471 -2.055 -2.258
H 1.474 -0.898 -2.923
C -2.964 1.572 0.491
C -1.563 1.099 2.326
N -2.086 1.957 1.615
H -4.030 1.196 0.615
H -2.335 0.711 -0.017
H -2.843 2.445 -0.157
H -0.792 1.485 3.002
H -1.681 -0.020 2.408
*
```

Most stable: entry Q. Least stable: entry R.

Entry P
DFT (wB97M-V/def2-TZVPD) results for a 2-piece molecular cluster, C4H12N2 overall.

HOMO: -9.0 eV
Kohn-Sham gap: 9.922 eV

Structure (ORCA input):
```
! RIJCOSX wB97M-V def2-TZVPD def2/J DEFGRID3
* xyz 0 1
C 0.705 -1.895 3.443
C -0.532 -1.755 2.588
C -1.378 -2.739 2.246
H 0.609 -2.384 4.342
H 1.711 -2.052 2.903
H 0.769 -0.891 3.771
H -0.601 -0.638 2.260
H -2.276 -2.513 1.778
H -1.404 -3.763 2.552
N 1.390 2.328 -3.174
C -0.041 2.256 -2.914
N -0.348 1.293 -1.709
H 1.764 3.331 -3.194
H 1.861 1.830 -2.417
H -0.351 3.311 -2.876
H -0.472 1.834 -3.842
H -0.057 0.293 -1.685
H -1.372 1.098 -1.586
*
```

Entry Q
DFT (wB97M-V/def2-TZVPD) results for one molecule with the formula C4H12N2.

HOMO: -8.7 eV
Kohn-Sham gap: 9.817 eV

Structure (ORCA input):
```
! RIJCOSX wB97M-V def2-TZVPD def2/J DEFGRID3
* xyz 0 1
N 2.009 -1.197 1.140
C 1.886 -0.908 -0.273
C 1.277 0.542 -0.408
N -0.068 0.701 0.257
C -1.203 0.558 -0.590
C -2.573 0.580 0.202
H 1.685 -2.134 1.283
H 1.383 -0.543 1.601
H 2.844 -0.859 -0.846
H 1.209 -1.562 -0.850
H 1.152 0.848 -1.509
H 1.965 1.243 0.028
H -0.023 0.179 1.065
H -1.330 -0.442 -1.038
H -1.358 1.276 -1.427
H -3.495 0.261 -0.360
H -2.404 -0.101 1.050
H -2.958 1.559 0.674
*
```

Most stable: entry Q. Least stable: entry P.

Entry P
DFT (wB97M-V/def2-TZVPD) results for a 2-piece molecular cluster, C4H12N2 overall.

HOMO: -8.8 eV
Kohn-Sham gap: 9.675 eV

Structure (ORCA input):
```
! RIJCOSX wB97M-V def2-TZVPD def2/J DEFGRID3
* xyz 0 1
C 0.927 -0.234 0.166
C 1.278 -1.528 -0.568
C 1.771 0.951 -0.302
H 1.191 -0.402 1.219
H -1.358 0.329 -0.613
H 0.670 -2.358 -0.205
H 2.324 -1.797 -0.408
H 1.121 -1.424 -1.642
H 1.625 1.133 -1.368
H 1.497 1.858 0.238
H 2.834 0.767 -0.134
N -1.638 0.166 1.373
C -2.308 0.379 0.267
N -3.491 0.701 0.000
H -2.063 0.426 2.248
H -0.491 -0.027 1.085
H -3.671 1.002 -0.949
H -0.217 0.058 -0.406
*
```

Entry Q
DFT (wB97M-V/def2-TZVPD) results for a 2-piece molecular cluster, C4H12N2 overall.

HOMO: -8.9 eV
Kohn-Sham gap: 9.820 eV

Structure (ORCA input):
```
! RIJCOSX wB97M-V def2-TZVPD def2/J DEFGRID3
* xyz 0 1
C 2.382 -0.400 -0.754
N 1.027 -0.588 -1.149
C 0.830 -1.495 -2.282
H 2.841 -1.329 -0.377
H 3.108 -0.065 -1.518
H 2.481 0.319 0.057
H 0.607 0.309 -1.348
H 0.052 -1.102 -2.933
H 0.503 -2.482 -1.936
H 1.762 -1.624 -2.848
C -1.932 1.463 0.622
C -1.022 0.210 2.344
N -1.825 1.117 2.034
H -2.745 0.901 0.172
H -1.014 1.220 0.072
H -2.125 2.527 0.573
H -0.916 -0.102 3.382
H -0.382 -0.305 1.615
*
```

Entry R
DFT (wB97M-V/def2-TZVPD) results for one molecule with the formula C4H12N2.

HOMO: -8.6 eV
Kohn-Sham gap: 9.623 eV

Structure (ORCA input):
```
! RIJCOSX wB97M-V def2-TZVPD def2/J DEFGRID3
* xyz 0 1
C -1.761 1.408 -0.729
C -0.937 0.343 0.000
C 0.402 0.183 -0.659
C 1.742 -0.618 -0.305
N 1.583 -1.946 0.162
N -0.881 0.696 1.467
H -1.633 1.379 -1.813
H -1.501 2.427 -0.409
H -2.803 1.397 -0.409
H -1.613 -0.520 -0.081
H 0.211 -0.496 -1.504
H 0.775 1.058 -1.206
H 2.346 -0.013 0.407
H 2.259 -0.396 -1.243
H 0.830 -2.214 0.746
H 2.354 -2.560 0.062
H -1.716 1.196 1.754
H -0.889 -0.231 1.876
*
```

Most stable: entry R. Least stable: entry P.

Entry P
DFT (wB97M-V/def2-TZVPD) results for one molecule with the formula C6H9N3O2.

HOMO: -8.4 eV
Kohn-Sham gap: 8.311 eV

Structure (ORCA input):
```
! RIJCOSX wB97M-V def2-TZVPD def2/J DEFGRID3
* xyz 0 1
C -0.709 0.370 0.080
C -1.970 -0.426 0.163
C 2.081 1.006 0.345
C 3.048 -1.124 -0.491
C -4.336 -0.272 0.046
C 3.268 0.259 0.220
N -0.804 1.609 -0.181
N 1.350 1.882 0.044
N 0.206 2.406 -0.163
O -2.053 -1.664 0.207
O -3.063 0.298 -0.057
H 0.202 -0.308 0.069
H 2.519 -1.559 0.385
H 4.061 -1.395 -0.784
H 2.561 -0.968 -1.401
H -5.033 0.549 0.101
H -4.298 -0.572 1.123
H -4.574 -1.037 -0.766
H 4.010 0.874 -0.171
H 3.534 0.072 1.231
*
```

Entry Q
DFT (wB97M-V/def2-TZVPD) results for a 2-piece molecular cluster, C6H9N3O2 overall.

HOMO: -9.0 eV
Kohn-Sham gap: 8.006 eV

Structure (ORCA input):
```
! RIJCOSX wB97M-V def2-TZVPD def2/J DEFGRID3
* xyz 0 1
C -1.507 1.173 1.133
C -2.047 0.894 -1.134
C -1.540 -2.037 0.141
C -2.707 1.126 0.195
C -0.864 -0.574 -0.139
C 2.669 -0.846 0.044
N -0.666 0.232 0.958
N -1.109 0.045 -1.252
N 1.469 -1.369 -0.581
O -0.810 -2.985 0.119
O -2.723 -1.709 0.303
H -1.628 1.866 1.908
H -2.271 1.439 -2.097
H -3.373 0.281 0.413
H -3.361 2.038 0.295
H 3.168 -0.085 -0.573
H 2.253 -0.393 0.890
H 3.409 -1.589 0.459
H 0.872 -2.058 -0.193
H 1.577 -1.560 -1.573
*
```

Entry R
DFT (wB97M-V/def2-TZVPD) results for one molecule with the formula C6H9N3O2.

HOMO: -8.9 eV
Kohn-Sham gap: 9.701 eV

Structure (ORCA input):
```
! RIJCOSX wB97M-V def2-TZVPD def2/J DEFGRID3
* xyz 0 1
C -1.500 -0.485 0.594
C -1.974 0.314 -0.633
C -0.388 0.304 1.323
C 0.831 0.446 0.479
C 1.282 1.545 -0.204
C 2.596 -0.179 -0.590
H -0.101 -1.862 0.050
H -1.360 -2.515 0.900
H -2.374 -0.568 1.260
H -0.774 1.312 1.574
H -0.129 -0.224 2.256
H 0.892 2.542 -0.301
H 3.413 -0.760 -1.023
H 2.985 1.725 -1.484
H -1.990 -1.332 -1.426
N -1.127 -1.836 0.180
N 1.671 -0.629 0.226
N 2.402 1.123 -0.876
O -2.129 1.517 -0.612
O -2.226 -0.439 -1.693
*
```

Most stable: entry R. Least stable: entry P.

Entry P
DFT (wB97M-V/def2-TZVPD) results for one molecule with the formula C3H8N2OS.

HOMO: -9.6 eV
Kohn-Sham gap: 10.395 eV

Structure (ORCA input):
```
! RIJCOSX wB97M-V def2-TZVPD def2/J DEFGRID3
* xyz 0 1
C 0.792 2.146 -1.256
C 0.928 0.297 0.168
C -1.545 -1.917 0.587
H 1.876 2.304 -0.931
H 0.395 3.152 -1.384
H 0.758 1.619 -2.265
H 2.036 0.514 0.342
H 0.745 -0.379 -0.668
H -1.842 -0.039 1.178
H -2.531 -1.910 0.137
H 0.050 -3.109 0.749
N -1.286 -0.845 1.495
N -0.902 -2.935 0.250
O 0.171 1.474 -0.151
S 0.354 -0.372 1.749
*
```

Entry Q
DFT (wB97M-V/def2-TZVPD) results for one molecule with the formula C3H8N2OS.

HOMO: -9.0 eV
Kohn-Sham gap: 9.708 eV

Structure (ORCA input):
```
! RIJCOSX wB97M-V def2-TZVPD def2/J DEFGRID3
* xyz 0 1
N -0.009 0.268 1.756
C 0.109 -0.331 0.487
C 1.063 0.312 -0.464
S 2.741 0.137 0.246
C -1.376 -0.433 -0.119
N -1.485 -0.424 -1.506
O -2.429 -0.500 0.542
H -0.256 1.325 1.744
H -0.627 -0.361 2.283
H 0.409 -1.393 0.545
H 1.045 -0.131 -1.482
H 0.778 1.390 -0.542
H 3.328 1.330 0.282
H -0.802 -0.860 -2.073
H -2.489 -0.329 -1.697
*
```

Entry R
DFT (wB97M-V/def2-TZVPD) results for one molecule with the formula C3H8N2OS.

HOMO: -9.1 eV
Kohn-Sham gap: 9.417 eV

Structure (ORCA input):
```
! RIJCOSX wB97M-V def2-TZVPD def2/J DEFGRID3
* xyz 0 1
C -1.239 1.409 0.823
C -0.465 0.166 0.357
C 0.686 0.674 -0.361
H -0.378 2.278 0.960
H -2.160 1.836 0.090
H -1.773 1.240 1.993
H -0.279 -0.526 1.293
H -2.473 -0.660 -1.598
H 0.334 2.696 -0.360
H 2.614 -0.225 -0.578
H 2.101 -2.293 0.448
N 0.988 1.876 -0.680
N 1.680 -0.474 -0.510
O 1.765 -1.215 0.842
S -1.543 -1.121 -0.348
*
```

Most stable: entry Q. Least stable: entry R.

Entry P
DFT (wB97M-V/def2-TZVPD) results for one molecule with the formula C3H8N2OS.

HOMO: -8.7 eV
Kohn-Sham gap: 9.284 eV

Structure (ORCA input):
```
! RIJCOSX wB97M-V def2-TZVPD def2/J DEFGRID3
* xyz 0 1
C 0.682 -2.058 0.961
C -0.656 -0.299 -0.333
C 0.703 2.300 -0.718
H -0.164 -2.876 1.048
H 0.707 -1.472 1.988
H 1.784 -2.466 0.904
H 0.920 -1.400 -1.049
H 1.658 1.796 -0.512
H 0.821 3.096 -1.485
H 0.259 2.710 0.091
H -2.472 1.045 -0.129
N 0.528 -1.049 -0.109
N -1.635 -0.670 0.385
O -2.678 0.251 0.400
S -0.455 1.090 -1.443
*
```

Entry Q
DFT (wB97M-V/def2-TZVPD) results for one molecule with the formula C3H8N2OS.

HOMO: -9.4 eV
Kohn-Sham gap: 10.020 eV

Structure (ORCA input):
```
! RIJCOSX wB97M-V def2-TZVPD def2/J DEFGRID3
* xyz 0 1
C 0.585 -0.071 -0.418
C -0.568 -0.832 -0.972
S -0.097 -2.433 -1.766
N 0.381 1.403 -0.066
C 0.140 1.652 1.393
N -0.692 0.702 1.944
O 0.527 2.741 1.848
H 1.179 -0.629 0.447
H 1.370 0.071 -1.234
H -0.876 -0.063 -1.649
H -1.398 -0.967 -0.291
H -1.342 -2.986 -1.612
H 1.235 1.789 -0.311
H -1.085 0.915 2.856
H -0.507 -0.373 2.110
*
```

Entry R
DFT (wB97M-V/def2-TZVPD) results for C3H8N2OS as an isolated structure.

HOMO: -9.4 eV
Kohn-Sham gap: 9.504 eV

Structure (ORCA input):
```
! RIJCOSX wB97M-V def2-TZVPD def2/J DEFGRID3
* xyz 0 1
C 2.237 -0.112 0.883
C 0.801 -0.603 0.730
C -0.371 0.340 0.571
H 2.308 0.771 1.461
H 2.747 -0.423 -0.374
H 2.867 -0.853 1.715
H 0.744 -1.387 -0.020
H -1.040 -0.749 2.106
H -0.031 0.867 2.386
H -1.220 1.537 -0.570
H -2.123 -0.294 -2.633
N -0.718 1.094 1.546
N -0.834 0.621 -0.727
O 0.402 -1.154 2.046
S -0.788 0.001 -2.455
*
```

Entry S
DFT (wB97M-V/def2-TZVPD) results for one molecule with the formula C3H8N2OS.

HOMO: -9.4 eV
Kohn-Sham gap: 10.051 eV

Structure (ORCA input):
```
! RIJCOSX wB97M-V def2-TZVPD def2/J DEFGRID3
* xyz 0 1
C 0.813 0.652 0.114
C 1.277 -0.681 -0.484
S 1.926 -0.325 -2.194
N -0.075 0.442 1.261
C -1.459 0.346 1.262
N -2.014 0.153 0.023
O -2.067 0.372 2.304
H 0.299 1.217 -0.648
H 1.660 1.183 0.558
H 2.014 -1.321 -0.002
H 0.381 -1.258 -0.640
H 1.306 -1.318 -2.837
H 0.350 0.248 2.154
H -2.952 -0.164 -0.111
H -1.458 0.452 -0.760
*
```

Most stable: entry S. Least stable: entry R.